Here is a 2-piece molecular cluster, C22H31OSi overall at a distorted geometry from OMol25. Energies are from ωB97M-V/def2-TZVPD.

Last column: natural (NBO) charge in e.
CARTESIAN COORDINATES (ANGSTROEM)
C: -1.62 -1.44 2.03  -0.64
C: -0.36 -1.34 1.25  -0.28
C: 0.56 -2.30 1.51  -0.11
C: 1.89 -2.50 0.87  -0.89
Si: 3.34 -1.73 1.87  1.64
C: 4.94 -2.01 0.93  -1.11
C: 2.98 0.10 2.02  -1.13
C: 3.48 -2.53 3.56  -1.12
H: -2.37 -0.70 1.76  0.18
H: -2.06 -2.43 1.89  0.23
H: -1.41 -1.33 3.11  0.22
H: -0.17 -0.59 0.49  0.19
H: 0.30 -3.05 2.26  0.20
H: 2.13 -3.58 0.85  0.24
H: 1.95 -2.10 -0.15  0.23
H: 5.77 -1.50 1.43  0.24
H: 5.19 -3.08 0.87  0.24
H: 4.87 -1.62 -0.10  0.23
H: 3.75 0.58 2.64  0.24
H: 2.98 0.59 1.04  0.23
H: 2.00 0.27 2.48  0.24
H: 4.24 -2.01 4.16  0.25
H: 2.53 -2.48 4.11  0.24
H: 3.78 -3.58 3.48  0.24
C: 3.32 2.60 -3.72  -0.26
O: 3.07 2.86 -2.32  -0.46
C: 1.91 2.41 -1.78  0.41
C: 1.65 2.80 -0.44  -0.26
C: 0.51 2.35 0.19  -0.10
C: -0.42 1.50 -0.47  -0.23
C: -1.54 0.98 0.26  0.12
C: -2.86 0.89 -0.30  -0.11
C: -3.98 0.59 0.54  -0.10
C: -5.21 0.27 0.02  -0.24
C: -5.43 0.27 -1.37  0.13
C: -6.74 -0.18 -1.93  -0.66
C: -4.40 0.72 -2.21  -0.23
C: -3.16 1.08 -1.69  -0.12
C: -0.11 1.09 -1.79  -0.05
C: 1.01 1.56 -2.46  -0.34
H: 4.30 3.05 -3.90  0.22
H: 3.35 1.53 -3.93  0.19
H: 2.56 3.09 -4.35  0.19
H: 2.37 3.44 0.06  0.26
H: 0.30 2.67 1.22  0.23
H: -1.49 1.08 1.34  0.23
H: -3.85 0.64 1.63  0.23
H: -6.04 -0.01 0.68  0.24
H: -6.66 -0.37 -3.00  0.23
H: -7.08 -1.09 -1.43  0.24
H: -7.53 0.58 -1.78  0.25
H: -4.58 0.79 -3.28  0.24
H: -2.42 1.52 -2.35  0.23
H: -0.77 0.38 -2.31  0.22
H: 1.19 1.26 -3.49  0.24

max |F|	3.7	eV/A
charge	+1
highest occupied orbital energy	-10.86	eV
frontier orbital gap	5.396	eV
2S+1	1
energy relative to the best compared isomer or geometry (same formula, charge and spin)	236.59	kJ/mol
E	-33234.678	eV



Here is a 3-piece molecular cluster, C6H13NO overall at a distorted geometry from OMol25. Energies are from ωB97M-V/def2-TZVPD.

Last column: Löwdin spin population.
CARTESIAN COORDINATES (ANGSTROEM)
C: 0.03 -0.31 -2.47  0.00
O: -1.93 -2.20 -0.47  0.95
C: 0.97 -0.13 -1.55  0.01
C: 1.02 -0.86 -0.25  0.05
C: 0.43 -0.10 0.91  0.21
C: -1.61 1.07 1.71  0.33
C: -1.01 0.04 1.05  0.13
N: 1.91 2.26 0.90  -0.81
H: -0.04 0.39 -3.33  0.00
H: -0.55 -1.16 -2.47  0.00
H: -2.54 -2.86 -0.12  0.02
H: 1.57 0.75 -1.53  0.00
H: 0.27 -1.70 -0.27  0.02
H: 1.93 -1.40 0.02  0.00
H: 0.82 -0.47 1.87  0.03
H: 1.07 0.97 0.84  0.08
H: -2.69 1.16 1.73  0.02
H: -0.99 1.65 2.39  0.01
H: -1.60 -0.51 0.29  0.01
H: 1.77 3.21 1.27  -0.02
H: 2.95 2.09 0.77  -0.02

max |F|	2.8	eV/A
charge	+1
⟨S²⟩	1.7512
highest occupied orbital energy (alpha / beta)	-13.33 / -13.32	eV
frontier orbital gap (alpha / beta)	7.140 / 5.665	eV
2S+1	2
energy relative to the best compared isomer or geometry (same formula, charge and spin)	752.58	kJ/mol
E	-9954.559	eV



Here is an isolated ion of composition C3H3N2O and charge +1 at a distorted geometry from OMol25. Energies are from ωB97M-V/def2-TZVPD.

Last column: natural (NBO) charge in e.
CARTESIAN COORDINATES (ANGSTROEM)
C: -0.84 -1.24 0.14  0.50
C: 1.05 0.00 -0.20  0.39
C: -0.89 1.23 0.08  0.51
N: 0.40 -1.15 -0.10  -0.42
N: 0.48 1.17 0.11  -0.58
O: -1.53 0.06 -0.06  -0.44
H: -1.53 -2.11 0.53  0.30
H: 2.02 -0.02 -0.84  0.27
H: 0.85 2.07 0.36  0.48

max |F|	3.6	eV/A
charge	+1
highest occupied orbital energy (alpha / beta)	-15.15 / -15.15	eV
frontier orbital gap (alpha / beta)	8.062 / 8.060	eV
2S+1	1
energy relative to the best compared isomer or geometry (same formula, charge and spin)	293.03	kJ/mol
E	-8175.873	eV



Here is C7H12O3Tl as an isolated structure at a distorted geometry from OMol25. Energies are from ωB97M-V/def2-TZVPD.

Last column: Löwdin spin population.
CARTESIAN COORDINATES (ANGSTROEM)
C: -0.81 2.56 1.67  0.00
C: -1.34 1.75 0.74  0.00
H: 0.20 2.96 1.56  0.00
H: -1.42 2.95 2.49  0.00
H: -0.77 1.46 -0.14  0.00
H: -2.38 1.44 0.79  0.00
H: -0.52 0.32 2.15  0.00
O: 6.56 -1.79 2.24  0.18
C: 5.48 -1.62 1.62  0.03
O: 5.43 -1.61 0.37  0.16
O: 4.38 -1.46 2.35  0.02
C: 3.15 -1.26 1.66  0.00
C: 2.06 -1.13 2.72  0.00
C: 0.70 -1.24 2.26  0.00
C: -0.42 -0.62 2.87  0.00
Tl: 7.45 -1.93 0.41  0.60
H: 2.95 -2.12 1.00  0.00
H: 3.20 -0.35 1.06  0.00
H: 2.21 -0.30 3.42  0.00
H: 2.07 -2.05 3.36  0.00
H: 0.51 -1.87 1.38  0.00
H: -1.37 -1.16 2.73  0.00
H: -0.27 -0.22 3.87  0.00

max |F|	6.1	eV/A
charge	+2
⟨S²⟩	0.7541
highest occupied orbital energy (alpha / beta)	-16.03 / -16.03	eV
frontier orbital gap (alpha / beta)	7.420 / 4.611	eV
2S+1	2
energy relative to the best compared isomer or geometry (same formula, charge and spin)	0.00	kJ/mol
E	-18267.978	eV



Here is C40H47N5O4PTi as an isolated structure from OMol25. Energies are from ωB97M-V/def2-TZVPD.

Last column: Mulliken charge in e.
CARTESIAN COORDINATES (ANGSTROEM)
Ti: 1.01 1.02 1.00  -1.05
C: 3.13 3.46 1.48  -1.15
C: 3.01 3.94 0.05  -1.28
C: 3.42 2.93 -0.99  0.73
C: 3.93 3.37 -2.20  -0.99
C: 4.29 2.45 -3.17  -0.63
C: 4.15 1.10 -2.88  -0.93
C: 3.63 0.75 -1.65  0.04
N: 3.25 1.63 -0.71  0.53
N: 1.91 2.82 2.04  0.54
C: 2.26 2.21 3.35  -1.25
C: 2.98 0.90 3.12  0.74
C: 3.76 0.33 4.10  -1.16
C: 4.48 -0.81 3.81  -0.61
C: 4.42 -1.32 2.52  -1.13
C: 3.59 -0.72 1.60  -0.07
N: 2.83 0.34 1.91  1.31
C: 0.84 3.81 2.22  -1.44
C: -0.49 3.14 2.48  0.94
C: -1.61 3.87 2.79  -1.13
C: -2.78 3.20 3.12  -0.57
C: -2.76 1.81 3.18  -1.09
C: -1.59 1.16 2.85  -0.64
N: -0.49 1.80 2.46  1.17
H: 3.39 4.29 2.14  0.58
H: 3.93 2.72 1.54  0.55
H: 3.64 4.83 -0.07  0.67
H: 2.00 4.26 -0.20  0.28
H: 4.03 4.44 -2.38  0.48
H: 4.68 2.78 -4.12  0.42
H: 4.42 0.33 -3.59  0.51
H: 3.50 -0.30 -1.42  0.24
H: 1.35 2.03 3.93  0.51
H: 2.90 2.87 3.93  0.66
H: 3.82 0.79 5.08  0.55
H: 5.09 -1.29 4.56  0.46
H: 5.01 -2.18 2.22  0.53
H: 3.50 -1.10 0.60  0.11
H: 0.76 4.42 1.32  0.53
H: 1.07 4.48 3.05  0.64
H: -1.57 4.95 2.78  0.55
H: -3.69 3.74 3.33  0.45
H: -3.63 1.24 3.47  0.52
H: -1.52 0.08 2.91  0.97
O: -0.14 -2.84 1.77  -0.30
C: 0.16 -1.71 1.22  -0.56
O: 0.49 -0.72 1.94  -0.63
C: 0.14 -1.58 -0.26  0.87
C: 1.29 -2.49 -2.38  -0.71
C: 1.06 -1.46 -3.22  -1.29
C: 0.81 -0.08 -2.86  0.01
C: 0.54 0.45 -1.66  1.00
N: 0.39 -0.14 -0.40  0.74
C: 0.47 1.94 -1.52  -0.29
O: 0.54 2.74 -2.41  -0.65
O: 0.41 2.28 -0.20  -0.16
H: -0.06 -2.77 2.74  0.57
H: 1.39 -3.48 -2.80  0.49
H: 1.05 -1.68 -4.28  0.41
H: 0.84 0.66 -3.66  0.37
C: -4.50 -0.22 -2.84  -1.98
C: -3.26 -1.14 -2.79  2.28
C: -2.24 -0.57 -3.78  -2.01
C: -3.66 -2.52 -3.31  -1.98
P: -2.51 -0.88 -1.07  0.16
C: -1.17 -2.08 -0.81  1.46
C: 1.45 -2.40 -0.89  1.62
C: 1.72 -3.73 -0.31  -1.40
C: 0.79 -4.71 -0.40  -0.88
C: -0.54 -4.58 -0.87  -1.49
C: -1.33 -3.44 -1.05  -0.17
C: -3.86 -1.36 0.21  2.46
C: -3.10 -1.79 1.47  -1.62
C: -4.83 -2.49 -0.14  -1.91
C: -4.65 -0.09 0.55  -1.77
H: -4.77 -0.04 -3.89  0.52
H: -4.30 0.76 -2.38  0.38
H: -5.36 -0.66 -2.35  0.31
H: -2.67 -0.56 -4.78  0.69
H: -1.35 -1.20 -3.80  0.17
H: -1.95 0.45 -3.52  0.36
H: -4.26 -2.39 -4.21  0.52
H: -4.25 -3.11 -2.61  0.25
H: -2.78 -3.11 -3.59  0.37
H: 2.28 -1.73 -0.69  -0.72
H: 2.69 -3.92 0.13  0.46
H: 1.09 -5.71 -0.09  0.43
H: -1.05 -5.52 -1.06  0.40
H: -2.32 -3.69 -1.40  0.27
H: -2.69 -2.79 1.36  0.36
H: -3.78 -1.77 2.34  0.73
H: -2.28 -1.09 1.65  -0.40
H: -4.30 -3.40 -0.41  0.33
H: -5.51 -2.22 -0.94  0.30
H: -5.44 -2.72 0.74  0.48
H: -3.97 0.72 0.85  0.23
H: -5.34 -0.29 1.38  0.49
H: -5.24 0.27 -0.29  0.32

max |F|	0.9	eV/A
charge	+1
highest occupied orbital energy (alpha / beta)	-8.11 / -8.00	eV
frontier orbital gap (alpha / beta)	4.742 / 4.410	eV
2S+1	1
energy relative to the best compared isomer or geometry (same formula, charge and spin)	290.11	kJ/mol
E	-90283.347	eV



Here is C3H6FIOS as an isolated structure at a distorted geometry from OMol25. Energies are from ωB97M-V/def2-TZVPD.

Last column: natural (NBO) charge in e.
CARTESIAN COORDINATES (ANGSTROEM)
C: 0.81 1.20 -0.75  -0.25
C: -1.53 -1.87 1.23  -0.67
C: -0.83 0.37 2.77  -0.07
O: 1.08 0.15 0.19  -0.72
F: -1.43 1.01 1.79  -0.34
S: -0.53 -1.34 2.48  0.54
I: 0.78 1.36 3.68  0.13
H: -0.05 1.10 -1.26  0.18
H: 1.67 1.27 -1.43  0.16
H: 0.89 2.18 -0.23  0.16
H: -1.58 -2.78 0.83  0.21
H: 1.95 0.48 0.34  0.46
H: -1.89 -1.16 0.56  0.20

max |F|	4.3	eV/A
highest occupied orbital energy (alpha / beta)	-7.80 / -7.66	eV
frontier orbital gap (alpha / beta)	7.724 / 7.374	eV
2S+1	1
energy relative to the best compared isomer or geometry (same formula, charge and spin)	290.23	kJ/mol
E	-26904.633	eV



Here is one molecule with the formula C21H28N2O5 from OMol25. Energies are from ωB97M-V/def2-TZVPD.

Last column: natural (NBO) charge in e.
CARTESIAN COORDINATES (ANGSTROEM)
C: 5.35 2.35 0.56  -0.61
C: 4.70 2.13 -0.81  -0.38
C: 5.06 0.76 -1.40  -0.44
C: 4.47 -0.36 -0.61  0.09
C: 5.22 -1.07 0.27  -0.35
C: 4.68 -2.12 1.10  0.74
O: 5.31 -2.78 1.90  -0.56
O: 3.34 -2.38 0.98  -0.46
C: 2.56 -1.70 0.11  0.36
C: 1.22 -2.07 0.07  -0.35
C: 0.35 -1.42 -0.80  0.34
O: -0.97 -1.67 -0.90  -0.50
C: -1.58 -2.59 -0.01  -0.16
C: -3.10 -2.47 -0.06  0.66
O: -3.80 -3.13 0.68  -0.64
N: -3.57 -1.62 -0.99  -0.60
C: -4.96 -1.29 -1.10  -0.22
C: -5.24 0.17 -0.75  -0.41
C: -4.73 0.53 0.65  -0.22
N: -3.29 0.75 0.66  -0.45
C: -2.93 2.09 0.22  -0.25
C: -1.40 2.22 0.19  -0.07
O: -0.85 2.00 1.46  -0.52
C: -1.20 0.71 1.93  -0.06
C: -2.72 0.53 1.98  -0.26
C: 0.85 -0.42 -1.65  -0.27
C: 2.17 -0.06 -1.60  -0.17
C: 3.07 -0.68 -0.72  -0.13
H: 5.01 1.59 1.27  0.21
H: 6.43 2.29 0.48  0.20
H: 5.08 3.33 0.94  0.22
H: 3.62 2.21 -0.71  0.20
H: 5.04 2.91 -1.49  0.21
H: 6.15 0.66 -1.41  0.22
H: 4.71 0.71 -2.43  0.22
H: 6.27 -0.88 0.40  0.23
H: 0.90 -2.86 0.73  0.24
H: -1.27 -2.41 1.02  0.20
H: -1.31 -3.62 -0.27  0.21
H: -2.90 -1.04 -1.46  0.42
H: -5.50 -1.95 -0.42  0.23
H: -5.30 -1.49 -2.13  0.20
H: -4.77 0.82 -1.50  0.19
H: -6.31 0.34 -0.80  0.22
H: -5.26 1.42 1.02  0.17
H: -4.95 -0.30 1.32  0.21
H: -3.32 2.26 -0.79  0.20
H: -3.34 2.86 0.89  0.17
H: -1.11 3.22 -0.10  0.19
H: -0.99 1.49 -0.52  0.16
H: -0.77 0.62 2.93  0.20
H: -0.76 -0.04 1.27  0.16
H: -2.95 -0.50 2.30  0.21
H: -3.14 1.23 2.73  0.17
H: 0.17 0.05 -2.33  0.22
H: 2.53 0.71 -2.27  0.22

SMILES	CCCc1cc(=O)oc2cc(OCC(=O)NCCCN3CCOCC3)ccc12
max |F|	0.9	eV/A
highest occupied orbital energy	-8.58	eV
frontier orbital gap	8.671	eV
2S+1	1
energy relative to the best compared isomer or geometry (same formula, charge and spin)	144.43	kJ/mol
E	-35449.515	eV



Here is a 3-piece molecular cluster, C21H50IN2 overall at a distorted geometry from OMol25. Energies are from ωB97M-V/def2-TZVPD.

Last column: Mulliken charge in e.
CARTESIAN COORDINATES (ANGSTROEM)
C: -0.75 6.94 2.90  -0.96
C: -0.67 5.67 1.81  -0.33
C: -2.22 5.31 1.43  -0.86
N: -2.65 3.90 1.88  0.64
C: -2.38 3.82 3.38  -1.03
C: -4.12 3.79 1.51  -0.60
C: -5.16 4.10 2.73  -0.25
C: -6.68 4.07 2.09  -0.98
I: -8.13 3.96 3.75  0.07
N: -1.81 3.02 1.21  -0.60
C: -1.98 1.58 1.64  -0.38
C: -0.74 0.97 2.52  -0.97
H: -1.58 6.77 3.72  0.24
H: -1.03 7.96 2.37  0.30
H: 0.26 7.08 3.47  0.32
H: -0.13 6.14 0.86  0.31
H: -0.03 4.78 2.19  0.29
H: -2.28 5.28 0.24  0.48
H: -3.00 6.14 1.75  0.45
H: -2.66 4.84 3.92  0.26
H: -2.94 2.90 3.90  0.41
H: -1.22 3.64 3.63  0.30
H: -4.43 2.77 1.03  0.35
H: -4.32 4.62 0.68  0.31
H: -5.11 3.17 3.48  0.34
H: -4.92 5.06 3.36  0.25
H: -6.83 5.01 1.40  0.42
H: -6.85 3.11 1.41  0.40
H: -2.13 3.06 0.21  0.34
H: -2.03 0.94 0.64  0.36
H: -2.97 1.35 2.22  0.28
H: -0.96 -0.20 2.63  0.36
H: -0.80 1.41 3.60  0.34
H: 0.30 1.09 1.98  0.15
C: 1.01 -0.15 -0.90  -1.09
C: 2.10 -0.91 -1.64  -0.32
C: 2.92 -1.84 -0.73  -0.61
C: 3.70 -1.14 0.39  -0.82
C: 4.69 -0.07 -0.06  -0.39
C: 5.80 -0.61 -0.94  -1.20
H: 1.42 0.52 -0.14  0.14
H: 0.44 0.46 -1.61  0.44
H: 0.32 -0.85 -0.41  0.32
H: 2.76 -0.20 -2.15  0.32
H: 1.64 -1.52 -2.42  0.25
H: 3.61 -2.42 -1.35  0.36
H: 2.24 -2.57 -0.27  0.39
H: 4.24 -1.91 0.96  0.42
H: 2.99 -0.69 1.10  0.27
H: 5.14 0.38 0.83  0.37
H: 4.17 0.74 -0.59  0.24
H: 6.36 -1.40 -0.42  0.30
H: 6.51 0.19 -1.20  0.39
H: 5.41 -1.03 -1.88  0.27
C: -0.28 -7.69 -2.36  -1.17
C: 1.20 -7.46 -2.57  -0.48
C: 1.69 -6.12 -2.01  -0.78
C: 1.08 -4.87 -2.67  0.38
C: 1.26 -4.76 -4.18  -0.51
C: 2.72 -4.67 -4.61  -1.09
H: -0.88 -6.95 -2.90  0.28
H: -0.57 -8.68 -2.74  0.38
H: -0.55 -7.64 -1.30  0.29
H: 1.45 -7.55 -3.63  0.24
H: 1.75 -8.26 -2.06  0.36
H: 2.78 -6.07 -2.11  0.34
H: 1.48 -6.08 -0.94  0.42
H: 1.51 -3.98 -2.19  -0.64
H: 0.00 -4.84 -2.44  0.35
H: 0.74 -3.87 -4.53  0.38
H: 0.79 -5.61 -4.69  0.33
H: 3.21 -3.80 -4.14  0.19
H: 2.79 -4.55 -5.69  0.39
H: 3.28 -5.57 -4.34  0.29

max |F|	3.4	eV/A
charge	+1
highest occupied orbital energy	-12.21	eV
frontier orbital gap	9.594	eV
2S+1	1
E	-33657.910	eV



Q: E of number 2 (C6H13NO)?
A: -9954.559 eV